[1]
Here is a gas-phase ion, C4H7N2 (charge +1) at a distorted geometry from OMol25. Energies are from ωB97M-V with the def2-TZVPD basis set.

As for the LUMO energy (spin up / spin down): -5.796 / -5.858 eV. The value obtained for the gap between HOMO and LUMO (spin up / spin down) is 0.3076 / 0.3364 Ha. The max |F| comes out at 3.99 eV Å⁻¹. The HOMO energy (spin up / spin down) comes out at -14.2 / -15.0 eV.

The geometry in ORCA input format:
```
! wB97M-V def2-TZVPD RIJCOSX def2/J DEFGRID3
* xyz 1 1
C -1.107 0.714 -0.820
C -1.097 1.320 -2.178
C 0.124 -0.178 -0.341
C 1.280 -1.197 1.574
N -1.918 1.148 0.007
N 0.353 -0.327 0.899
H -0.892 2.344 -2.180
H -1.734 0.857 -2.841
H 0.634 -0.811 -0.956
H 1.640 -1.909 0.878
H 1.911 -0.440 1.971
H 0.951 -1.775 2.393
H -0.144 0.255 1.594
*
```


[2]
Here is a molecular structure, C33H26CdF9N5O2S from OMol25. Energies are from ωB97M-V with the def2-TZVPD basis set.

As for the LUMO energy: -0.064 eV. The value obtained for the gap between HOMO and LUMO is 0.2553 Ha. The max |F| comes out at 0.76 eV Å⁻¹. The HOMO energy comes out at -7.0 eV.

The geometry in ORCA input format:
```
! wB97M-V def2-TZVPD RIJCOSX def2/J DEFGRID3
* xyz 0 1
Cd 1.271 0.505 1.669
C 5.063 3.169 1.752
C 3.974 2.428 2.232
N 3.420 1.448 1.561
C 3.929 1.094 0.338
C 5.004 1.810 -0.233
C 5.558 2.870 0.518
C 5.489 1.460 -1.515
C 4.893 0.442 -2.197
C 3.835 -0.298 -1.629
C 3.360 -0.039 -0.359
N 2.370 -0.736 0.306
C 2.261 -2.089 0.373
C 2.916 -3.034 -0.406
C 2.670 -4.412 -0.271
C 1.798 -4.906 0.654
C 1.195 -4.005 1.559
C 0.381 -4.442 2.628
C -0.081 -3.553 3.554
C 0.251 -2.200 3.406
N 0.952 -1.745 2.393
C 1.433 -2.614 1.449
H 5.468 3.976 2.347
H 3.540 2.664 3.196
H 6.379 3.439 0.095
H 6.320 2.013 -1.939
H 5.238 0.184 -3.192
H 3.358 -1.070 -2.217
H 3.639 -2.715 -1.140
H 3.182 -5.096 -0.940
H 1.583 -5.965 0.726
H 0.150 -5.499 2.709
H -0.693 -3.869 4.389
H -0.085 -1.472 4.133
F 0.623 2.658 3.252
C 0.600 3.815 2.544
F 1.843 4.321 2.632
F -0.215 4.657 3.186
C 0.167 3.499 1.047
O 0.259 2.206 0.711
C -1.310 4.002 0.840
F -1.423 5.338 0.826
F -2.133 3.525 1.782
F -1.785 3.547 -0.341
C 1.084 4.349 0.083
F 2.311 3.818 0.032
F 0.589 4.323 -1.164
F 1.212 5.640 0.438
C -2.928 0.497 -4.029
C -3.130 0.743 -2.539
C -2.037 0.083 -1.716
N -2.235 0.340 -0.287
C -1.951 -0.450 0.730
S -1.738 0.135 2.284
N -1.799 -1.812 0.450
C -2.624 -2.679 -0.265
O -2.288 -3.832 -0.414
C -3.920 -2.157 -0.799
C -4.751 -1.339 -0.040
C -5.969 -0.923 -0.559
C -6.352 -1.312 -1.836
C -5.525 -2.140 -2.589
C -4.318 -2.572 -2.064
H -3.698 0.999 -4.614
H -2.977 -0.571 -4.256
H -1.955 0.869 -4.360
H -4.099 0.348 -2.217
H -3.130 1.817 -2.333
H -1.055 0.473 -2.002
H -2.035 -0.985 -1.900
H -2.336 1.311 -0.031
H -1.122 -2.290 1.028
H -4.458 -1.037 0.960
H -6.617 -0.290 0.036
H -7.298 -0.976 -2.243
H -5.829 -2.456 -3.580
H -3.671 -3.235 -2.628
*
```